Record 1
C2H6NO2P | the ωB97M-V functional and the def2-TZVPD basis

Atoms and positions in Å:
1 C 0.822 -1.159 0.454
2 C -1.596 0.023 -0.922
3 N -2.123 -0.863 -0.039
4 O -2.579 -0.395 1.043
5 O -1.980 -2.044 -0.310
6 P -1.516 1.649 -0.141
7 H 1.302 -0.331 0.908
8 H -0.008 -1.759 0.669
9 H 1.199 -1.487 -0.510
10 H -1.408 -0.331 -1.849
11 H -1.405 1.406 1.224
12 H -0.282 1.996 -0.611

Output
Spin multiplicity: 3
HOMO-LUMO gap (alpha / beta), eV: 9.36 / 8.16
E, eV: -17037.28737
ΔE to the lowest compared entry with this formula, charge and spin, kcal per mole: 101.92
<S²>: 2.01
HOMO energy (alpha / beta), Ha: -0.32005 / -0.38483

***

Record 2
C2H6NO3 | the ωB97M-V functional and the def2-TZVPD basis

Atoms and positions in Å:
1 C 1.011 -0.056 0.330
2 N 1.072 -1.086 -0.787
3 C 0.029 -2.138 -0.620
4 O 0.062 -3.040 -1.482
5 O -0.952 -1.827 0.121
6 H 0.084 -0.106 0.902
7 H 0.869 0.909 -0.121
8 H 1.868 -0.231 0.922
9 H 1.999 -1.387 -1.178
10 H -2.367 3.430 0.089
11 H -1.511 2.473 0.793
12 O -2.165 3.060 1.030

Output
Total charge: -1
HOMO-LUMO gap, eV: 7.13
E, eV: -9804.68895
ΔE to the lowest compared entry with this formula, charge and spin, kcal per mole: 34.86
HOMO energy, Ha: -0.13769

***

Record 3
C2H6NO3 | the ωB97M-V functional and the def2-TZVPD basis

Atoms and positions in Å:
1 O 0.409 -1.581 1.065
2 C 0.409 -0.949 -0.029
3 N 0.791 0.265 -0.359
4 C 0.591 1.652 -1.664
5 O 0.945 2.857 -1.661
6 H -0.062 -1.553 -0.775
7 H 1.202 0.586 0.546
8 H 1.021 1.053 -2.585
9 H -0.532 1.506 -1.724
10 H -0.807 -1.371 2.445
11 H -2.232 -1.126 1.974
12 O -1.734 -1.339 2.768

Output
Total charge: -1
HOMO-LUMO gap, eV: 8.41
E, eV: -9803.49385
ΔE to the lowest compared entry with this formula, charge and spin, kcal per mole: 62.42
HOMO energy, Ha: -0.15760

***

Which of these has the lowest ΔE to the lowest compared entry with this formula, charge and spin?
number 2